# 1
The following is a DFT calculation (ωB97M-V/def2-TZVPD) of C17H15MnN4O2S3 as an isolated structure at a distorted geometry.

Element x y z (Å)
Mn -0.1503 0.0115 -0.0118
S -2.3525 0.3724 0.0694
C -3.0578 -1.2417 -0.0205
C -4.4454 -1.3745 0.0344
C -5.0338 -2.6254 -0.0037
C -4.2385 -3.7600 -0.0959
C -2.8601 -3.6294 -0.1682
C -2.2507 -2.3812 -0.1411
S 0.2099 -3.6957 -0.5916
H -5.0463 -0.4756 0.1121
H -6.1139 -2.7144 0.0376
H -4.6927 -4.7432 -0.1177
H -2.2168 -4.4949 -0.2557
N 4.8395 -2.5951 -5.1385
C 4.4367 -2.1093 -3.8966
C 5.0493 -0.9782 -3.3499
C 4.6945 -0.5366 -2.0882
C 3.7322 -1.2288 -1.3707
C 3.0977 -2.3425 -1.9020
C 3.4481 -2.7746 -3.1669
S 3.2761 -0.6848 0.2477
O 3.0093 -1.8360 1.0558
O 4.2446 0.2669 0.7250
N 1.8244 0.0582 0.0233
C 1.7612 1.3416 -0.3714
N 2.7602 2.0413 -0.9208
C 2.5451 3.3380 -1.0784
C 1.3468 3.9638 -0.7532
C 0.3148 3.1410 -0.3388
N 0.4963 1.8422 -0.1709
H 5.2772 -1.9262 -5.7483
H 4.1787 -3.1939 -5.6035
H 5.8041 -0.4512 -3.9233
H 5.1423 0.3408 -1.6421
H 2.3161 -2.8453 -1.3330
H 2.9510 -3.6355 -3.5992
H 3.3694 3.8957 -1.5122
H 1.2067 5.0284 -0.8602
H -0.6865 3.5134 -0.1559
C -0.7474 -2.2303 -0.2484
H -0.5430 -1.4983 -1.1065
H -0.3677 -1.7631 0.7293

## Properties
HOMO energy (spin up / spin down) (eV): -3.654 / -3.709
Orbital gap (spin up / spin down) (eV): 6.2 / 6.0
Multiplicity: 4
Net charge: -1
Energy relative to the best compared isomer or geometry (same formula, charge and spin) (kJ/mol): 0.0
E (a.u.): -3371.9501
Expectation value of S²: 3.78
Lowest unoccupied orbital energy (spin up / spin down) (eV): 2.51 / 2.28

---

# 2
The following is a DFT calculation (ωB97M-V/def2-TZVPD) of a 2-piece molecular cluster, C27H41Cl3N4OP2S overall at a distorted geometry.

Element x y z (Å)
C 2.2440 0.1077 4.2558
C 0.8798 0.6039 4.9808
C 0.9412 2.1051 5.5924
C -0.2572 -0.2565 5.0707
C -1.7615 0.1490 4.6531
C -2.1986 -0.6027 3.2758
C -3.6527 -0.1674 2.7266
C -4.3861 0.9094 3.7134
C -3.4613 0.5876 1.3187
C -4.3284 -0.0166 0.0984
C -3.3090 -0.5817 -1.0343
C -2.3810 0.3737 -1.8746
P -2.5470 2.2175 -1.4786
N -2.4098 3.2392 -2.9096
O -1.1568 2.5677 -0.4823
C -1.3674 -0.2581 -2.9494
C -0.4551 0.7691 -3.7835
C 0.6622 1.4049 -2.8101
C 2.1331 1.2536 -3.4661
C 3.2521 1.1227 -2.3186
N 3.9605 -0.1860 -2.2751
C 4.9512 -0.4046 -1.2388
C 5.5787 -1.8111 -1.3895
C 4.8626 -2.4776 -2.6388
C 3.8727 -1.3757 -3.0922
C -1.2444 -1.8061 -3.1989
P -0.0338 -2.5971 -4.4028
C -0.2091 -1.9344 -6.1676
C -0.0525 -4.4839 -4.3311
C -2.2464 -2.6869 -2.3229
N -2.4282 -4.1110 -2.3073
S -3.6225 -4.6755 -1.2303
N -4.0763 -3.1368 -0.5724
C -3.2729 -2.1326 -1.2478
H 3.0945 0.4742 4.9424
H 2.3217 -1.0299 4.1936
H 2.3959 0.6467 3.2539
H 1.6510 2.1381 6.4980
H 1.3952 2.8197 4.8087
H -0.0840 2.5043 5.8995
H -0.1306 -1.3417 5.4549
H -1.7568 1.2811 4.4537
H -2.4747 -0.0663 5.5204
H -1.3347 -0.3906 2.5388
H -2.1960 -1.7505 3.4292
H -4.3215 -1.0947 2.6873
H -5.3835 1.2287 3.2300
H -4.5759 0.4793 4.7617
H -3.7400 1.8519 3.7641
H -3.7637 1.6997 1.4480
H -2.3645 0.6215 0.9534
H -4.9560 0.7997 -0.4303
H -5.0052 -0.8447 0.5074
H -1.4223 3.4196 -3.1439
H -2.9537 2.8910 -3.7107
H -0.8846 1.6715 -0.1486
H 0.1095 0.1853 -4.5982
H -1.0823 1.5547 -4.3557
H 0.4820 2.5267 -2.6594
H 0.5585 0.8694 -1.7942
H 2.2117 0.4335 -4.2557
H 2.3287 2.2503 -4.0250
H 2.7700 1.3411 -1.2958
H 4.0565 1.9237 -2.5544
H 5.2742 0.3201 -0.4257
H 6.3728 -2.3420 -0.7717
H 5.0123 -3.4979 -3.1143
H 3.1554 -1.4686 -3.9785
H -1.1795 -1.3676 -6.3809
H 0.6434 -1.1601 -6.3074
H -0.0103 -2.7347 -6.9799
H -0.1424 -4.8507 -3.2401
H -0.8648 -4.9748 -4.9799
H 0.9797 -4.8609 -4.6978
C 4.7509 3.3050 5.8667
Cl 5.0496 2.1594 4.5530
Cl 3.2095 4.1448 5.6307
Cl 4.7766 2.4795 7.4319
H 5.5478 4.0463 5.8577

## Properties
SMILES: CC(C)=CCC[C@@H](C)CCc1c(P(N)O)c(CCCCn2cccc2)c(P(C)C)c2nsnc12.ClC(Cl)Cl
HOMO energy (eV): -7.417
Orbital gap (eV): 6.1
Multiplicity: 1
E (a.u.): -3808.6422
Lowest unoccupied orbital energy (eV): -1.30

---

# 3
The following is a DFT calculation (ωB97M-V/def2-TZVPD) of a 2-piece molecular cluster, C3H9N4S overall at a distorted geometry.

Element x y z (Å)
C 0.7241 0.3888 0.3987
C 1.9311 -0.3468 0.0862
C 1.6061 -1.5721 -0.7237
N -2.8191 0.2012 -0.3869
N -3.7640 0.5344 0.3333
N -0.3017 -0.4562 0.4671
N 0.7845 1.6356 0.8614
S -0.0541 -2.0982 -0.0104
H 2.7728 0.4144 -0.2075
H 2.3412 -0.6587 1.0004
H 1.3950 -1.3240 -1.8238
H 2.3371 -2.3606 -0.6720
H -2.8294 0.3170 -1.5130
H -4.5210 1.0078 -0.1754
H -1.2303 -0.1137 0.4007
H 1.4825 2.2810 0.6054
H 0.1454 2.1501 1.3596

## Properties
HOMO energy (eV): -12.833
Orbital gap (eV): 9.5
Multiplicity: 1
Net charge: +1
Energy relative to the best compared isomer or geometry (same formula, charge and spin) (kJ/mol): 251.5
E (a.u.): -736.5947
Lowest unoccupied orbital energy (eV): -3.38

---

# 4
The following is a DFT calculation (ωB97M-V/def2-TZVPD) of an isolated ion of composition C22H31N2O2 and charge +1.

Element x y z (Å)
C -5.5934 1.9556 -1.4545
C -4.1026 1.6641 -1.3533
H -3.9454 0.7547 -0.7681
H -3.6021 2.4848 -0.8338
C -3.4699 1.4864 -2.7408
C -2.0056 1.1983 -2.6197
C -1.0679 2.2201 -2.6685
C 0.2866 1.9721 -2.5084
C 0.7144 0.6729 -2.3009
C -0.2091 -0.3664 -2.2502
C -1.5539 -0.1009 -2.4093
H -2.2613 -0.9155 -2.3793
H 0.1447 -1.3777 -2.1154
O 2.0422 0.2856 -2.0871
C 3.0872 1.2239 -2.2519
C 3.3414 2.0462 -0.9684
O 4.3331 3.0054 -1.1494
H 5.1433 2.6131 -1.4979
C 3.6983 1.1089 0.2138
N 2.6041 0.1583 0.5104
H 2.2257 -0.1122 -0.4343
C 1.4954 0.7666 1.2807
H 1.1629 1.6795 0.7873
H 1.8638 1.0082 2.2799
C 0.3331 -0.2214 1.3824
N 0.8061 -1.4127 2.0424
C -0.1297 -2.2619 2.6796
C -1.4933 -2.2008 2.4167
C -2.3710 -3.0232 3.1029
C -1.9026 -3.9187 4.0466
C -0.5441 -3.9846 4.3092
C 0.3366 -3.1604 3.6363
H 1.3911 -3.2024 3.8651
H -0.1683 -4.6746 5.0488
H -2.5897 -4.5594 4.5758
H -3.4273 -2.9647 2.8891
H -1.8821 -1.5214 1.6733
C 1.8683 -2.0382 1.2909
H 2.1829 -2.9519 1.7934
C 3.0507 -1.0754 1.1938
H 3.8624 -1.5318 0.6254
H 3.4073 -0.8147 2.1923
H 1.5412 -2.3075 0.2698
H -0.4545 0.2309 1.9860
H -0.0667 -0.4141 0.3703
H 4.5939 0.5392 -0.0507
H 3.9233 1.7106 1.0980
H 2.4424 2.6215 -0.7193
H 2.8915 1.8975 -3.0908
H 3.9763 0.6294 -2.4924
H 0.9792 2.7973 -2.5631
H -1.3937 3.2348 -2.8386
H -3.6248 2.3968 -3.3212
H -3.9691 0.6633 -3.2546
H -6.0246 2.0781 -0.4643
H -6.1097 1.1401 -1.9551
H -5.7671 2.8684 -2.0191

## Properties
SMILES: CCCc1ccc(OC[C@H](O)C[NH+]2CCN(c3ccccc3)CC2)cc1
HOMO energy (eV): -10.986
Orbital gap (eV): 8.8
Multiplicity: 1
Net charge: +1
Energy relative to the best compared isomer or geometry (same formula, charge and spin) (kJ/mol): 128.5
E (a.u.): -1116.6746
Lowest unoccupied orbital energy (eV): -2.18

---

# 5
The following is a DFT calculation (ωB97M-V/def2-TZVPD) of C23H30ErF2IN8O3 as an isolated structure at a distorted geometry.

Element x y z (Å)
Er -0.2618 -0.5211 -0.4943
N 2.0233 -1.4045 4.7737
C 0.9459 -1.1194 4.0267
C 1.0898 -0.9341 2.6307
N 0.0309 -0.7210 1.8743
C -1.1842 -0.6519 2.4573
C -1.2919 -0.7759 3.8287
N -0.2450 -1.0063 4.6122
H 2.9029 -1.6312 4.3389
H 1.8975 -1.5843 5.7558
H 2.0665 -1.0052 2.1782
H -2.0528 -0.5184 1.8245
H -2.2579 -0.6995 4.3128
O 6.7418 -5.1352 1.2593
C 6.3839 -3.9347 1.8729
N 5.7742 -3.0265 0.8987
C 4.6193 -2.3856 1.0986
O 3.9412 -2.4639 2.1216
C 4.1371 -1.4634 0.0095
C 4.9324 -0.6028 -0.7257
C 4.3225 0.3354 -1.5495
C 2.9458 0.4022 -1.5792
N 2.1610 -0.4396 -0.8842
C 2.7600 -1.3730 -0.1439
H 5.9832 -5.7283 1.2313
H 7.3016 -3.4877 2.2500
H 5.6721 -4.0540 2.6873
H 6.2275 -2.9649 -0.0005
H 6.0121 -0.6274 -0.6402
H 4.9072 1.0309 -2.1339
H 2.4514 1.1544 -2.1764
H 2.1251 -2.0663 0.3903
C -2.1514 1.2764 -3.5225
N -3.3095 1.2817 -2.6446
C -4.5020 1.9229 -3.2125
C -5.5202 2.1884 -2.1285
C -5.7732 0.9055 -1.3753
N -4.5036 0.3710 -0.8704
C -4.5926 -0.4755 0.3099
C -3.3453 0.5736 -1.5063
O -2.2616 0.1014 -1.0171
H -1.8358 2.2998 -3.7289
H -2.4041 0.7916 -4.4670
H -1.3290 0.7281 -3.0765
H -4.9132 1.2859 -4.0010
H -4.1778 2.8538 -3.6781
H -6.4455 2.5600 -2.5656
H -5.1431 2.9514 -1.4439
H -6.2499 0.1569 -2.0146
H -6.4240 1.0709 -0.5178
H -5.4661 -1.1187 0.2105
H -4.7058 0.1263 1.2144
H -3.7177 -1.1117 0.3844
I -1.4758 4.5893 2.7091
C -0.6709 3.8812 0.9474
C -0.1795 4.7344 -0.0312
C 0.3313 4.1897 -1.1992
C 0.3465 2.8163 -1.3459
N -0.1099 1.9839 -0.4024
C -0.6144 2.5153 0.7176
H -0.1989 5.8065 0.1133
H 0.7133 4.8214 -1.9886
H 0.7180 2.3698 -2.2596
H -0.9927 1.8271 1.4647
F -0.3522 -1.8458 -2.2650
C -0.1089 -2.7869 -1.0685
F -1.3758 -2.4768 -0.3467
H -0.3215 -3.7620 -1.4993

## Properties
HOMO energy (spin up / spin down) (eV): -13.814 / -13.813
Orbital gap (spin up / spin down) (eV): 8.5 / 8.5
Multiplicity: 4
Net charge: +2
Energy relative to the best compared isomer or geometry (same formula, charge and spin) (kJ/mol): 29.7
E (a.u.): -3070.3334
Expectation value of S²: 3.75
Lowest unoccupied orbital energy (spin up / spin down) (eV): -5.33 / -5.31

---

# 6
The following is a DFT calculation (ωB97M-V/def2-TZVPD) of one molecule with the formula C8H10BN3 at a distorted geometry.

Element x y z (Å)
B 0.0129 -0.2054 -1.8031
C -1.1140 -0.2090 -2.8834
C -1.6069 -0.9534 0.2252
C -1.7785 -0.9966 1.6057
C 0.5304 -0.3174 1.8012
C -0.3846 -0.5263 -0.2653
C -0.6878 -0.6656 2.4147
C 1.6244 1.7404 -1.7791
C 1.4825 0.3089 -2.2450
N -1.8773 -0.1764 -3.7242
N 0.6421 -0.2187 0.5529
N -0.5933 -0.7262 3.7847
H -2.5215 -0.9233 -0.3521
H -2.7428 -1.3212 1.9143
H 1.4022 -0.1803 2.3575
H 0.7264 2.3161 -1.8767
H 2.0038 1.7227 -0.7368
H 2.3838 2.2476 -2.2278
H 1.5373 0.2903 -3.2830
H 2.3130 -0.2928 -1.9752
H -1.5231 -0.6172 4.1953
H 0.1712 -0.2960 4.3001

## Properties
SMILES: CCB(C#N)c1ccc(N)cn1
HOMO energy (spin up / spin down) (eV): -8.689 / -8.688
Orbital gap (spin up / spin down) (eV): 8.3 / 8.3
Multiplicity: 1
Energy relative to the best compared isomer or geometry (same formula, charge and spin) (kJ/mol): 3.8
E (a.u.): -499.9396
Lowest unoccupied orbital energy (spin up / spin down) (eV): -0.40 / -0.40